The following is a DFT calculation (wB97M-V/def2-TZVPD) of a molecular structure, C2H3InO2 in a non-equilibrium geometry.

Last column: Mulliken charge in e.
CARTESIAN COORDINATES (ANGSTROEM)
O (0.3284, 1.5649, -0.0444)  -0.309
C (1.0805, 0.5787, -0.2859)  1.004
In (2.1971, 2.0729, 0.2637)  1.106
O (0.6256, -0.6381, -0.0836)  -0.183
C (-0.7956, -0.8450, 0.0175)  -0.583
H (-0.9387, -1.9306, 0.0150)  0.254
H (-1.1823, -0.4160, 0.9491)  0.348
H (-1.3151, -0.3869, -0.8313)  0.362

Forces on atoms 1 to 3 (eV/Å):
O -1.8273 0.7193 -1.0989
C -6.2284 -7.4974 1.4815
In 5.0737 3.5974 1.2674

Values from the calculation:
DFT total energy (Eh): -417.65600
Lowest unoccupied orbital energy (spin up / spin down) (eV): -15.4 / -15.5
Energy relative to the best compared isomer or geometry (same formula, charge and spin) (eV): 2.544
Frontier orbital gap (spin up / spin down) (eV): 6.352 / 6.255
F_max (Eh/bohr): 0.1917
Total charge: +2
M (g mol⁻¹): 173.9


The following is a DFT calculation (wB97M-V/def2-TZVPD) of C4H8O2 in the gas phase.

Last column: Mulliken charge in e.
CARTESIAN COORDINATES (ANGSTROEM)
O (-1.5608, 0.8554, -0.8616)  -0.549
C (-0.9497, -0.2420, -0.2090)  0.067
C (0.3916, -0.6433, -0.8342)  -0.598
C (1.4020, 0.1837, -0.0326)  -0.432
O (0.8285, 0.3970, 1.2486)  -0.396
C (-0.5521, 0.0652, 1.2382)  -0.537
H (-0.9655, 1.6157, -0.8191)  0.343
H (-1.6909, -1.0441, -0.2547)  0.355
H (0.3923, -0.4125, -1.9024)  0.325
H (0.5806, -1.7152, -0.7067)  0.299
H (1.5981, 1.1560, -0.5097)  0.247
H (2.3606, -0.3275, 0.1043)  0.291
H (-0.7168, -0.8019, 1.8918)  0.296
H (-1.1325, 0.9142, 1.6091)  0.290

Forces on atoms 1 to 3 (eV/Å):
O 0.1357 0.3004 -0.0766
C 0.0694 -0.3341 0.2086
C 0.0183 0.0037 -0.0295

Values from the calculation:
DFT total energy (Eh): -307.66683
Lowest unoccupied orbital energy (eV): 0.9
Energy relative to the best compared isomer or geometry (same formula, charge and spin) (eV): 1.241
Frontier orbital gap (eV): 10.569
F_max (Eh/bohr): 0.0078
Total charge: 0
M (g mol⁻¹): 88.1


The following is a DFT calculation (wB97M-V/def2-TZVPD) of a molecular structure, C27H23ClN5O2V.

Last column: Löwdin spin population.
CARTESIAN COORDINATES (ANGSTROEM)
V (0.0174, 0.0744, -0.2832)  1.930
C (0.3727, 5.5604, -3.9692)  0.000
C (-0.1705, 4.4597, -3.1042)  0.001
C (-1.1815, 3.6149, -3.5515)  0.001
C (-1.6313, 2.5680, -2.7732)  0.000
C (-1.1181, 2.3251, -1.4998)  0.004
N (-1.5088, 1.2206, -0.7157)  -0.026
C (-2.8492, 1.0828, -0.3724)  0.001
C (-3.8267, 2.0290, -0.7121)  -0.005
C (-5.1610, 1.8619, -0.3909)  0.001
C (-5.6072, 0.7547, 0.3167)  -0.004
C (-7.0493, 0.5778, 0.6980)  -0.001
C (-4.6446, -0.1607, 0.7174)  0.001
C (-3.3054, -0.0117, 0.3841)  -0.003
N (-2.4059, -0.9959, 0.8903)  0.005
C (-2.6770, -2.2921, 1.1220)  0.001
C (-1.6527, -2.8109, 1.8827)  0.001
C (-0.7852, -1.7361, 2.0698)  0.003
N (-1.2329, -0.6350, 1.4713)  0.005
C (-0.1036, 3.1774, -1.0544)  0.000
C (0.3689, 4.2134, -1.8513)  0.000
N (0.5155, 3.0085, 0.2237)  0.004
C (0.9945, 3.9814, 1.0245)  0.005
C (1.5325, 3.3853, 2.1412)  0.000
C (1.3296, 2.0182, 1.9398)  0.004
N (0.7126, 1.8025, 0.7882)  0.000
H (-0.2999, 5.7770, -4.7980)  0.000
H (1.3406, 5.2826, -4.3901)  0.000
H (0.5117, 6.4801, -3.4000)  0.000
H (-1.6019, 3.7620, -4.5388)  0.000
H (-2.3907, 1.8980, -3.1562)  0.000
H (-3.5354, 2.9201, -1.2473)  0.000
H (-5.8682, 2.6245, -0.6952)  0.000
H (-7.6972, 1.1961, 0.0775)  0.000
H (-7.2220, 0.8616, 1.7384)  0.000
H (-7.3665, -0.4589, 0.5829)  0.000
H (-4.9344, -1.0014, 1.3348)  0.000
H (-3.5657, -2.7477, 0.7210)  0.000
H (-1.5364, -3.8260, 2.2153)  0.000
H (0.1727, -1.7195, 2.5646)  0.000
H (1.2028, 4.8092, -1.5030)  0.000
H (0.8903, 5.0164, 0.7529)  0.000
H (1.9934, 3.8703, 2.9819)  0.000
H (1.5847, 1.1859, 2.5750)  0.001
O (0.8203, -3.7418, -1.2491)  0.007
C (0.0223, -2.8456, -1.4052)  0.005
O (0.0515, -1.7357, -0.7140)  0.010
C (-1.1488, -2.9731, -2.3439)  0.001
C (-2.0418, -1.9319, -2.5725)  0.001
C (-3.1195, -2.1108, -3.4268)  0.000
C (-3.3099, -3.3311, -4.0588)  0.000
C (-2.4176, -4.3720, -3.8390)  0.000
C (-1.3412, -4.1927, -2.9857)  0.000
H (-1.8939, -0.9741, -2.0912)  0.001
H (-3.8108, -1.2955, -3.6000)  0.000
H (-4.1514, -3.4711, -4.7255)  0.000
H (-2.5623, -5.3230, -4.3351)  0.000
H (-0.6323, -4.9884, -2.8006)  0.000
Cl (1.5556, 0.5224, -1.9412)  0.046

Forces on atoms 1 to 3 (eV/Å):
V -0.5351 0.4631 0.3850
C 0.0088 0.0695 -0.0310
C 0.0152 -0.0580 0.0837

Values from the calculation:
DFT total energy (Eh): -2871.26302
Lowest unoccupied orbital energy (spin up / spin down) (eV): -0.4 / 0.3
Energy relative to the best compared isomer or geometry (same formula, charge and spin) (eV): 0.000
Frontier orbital gap (spin up / spin down) (eV): 7.405 / 8.138
F_max (Eh/bohr): 0.0157
2S+1: 3
Total charge: 0
M (g mol⁻¹): 535.9


The following is a DFT calculation (wB97M-V/def2-TZVPD) of 2 unconnected molecules or ions with the total composition C10H15N4S in a non-equilibrium geometry.

Last column: Mulliken charge in e.
CARTESIAN COORDINATES (ANGSTROEM)
C (1.6042, -3.7160, 1.4456)  -0.408
C (1.3755, -1.6509, 2.5340)  -0.169
C (1.7246, -2.6819, 0.6011)  0.156
C (-1.3057, 0.8505, 0.9758)  -0.667
C (0.0853, 1.6437, 1.2496)  -0.801
C (0.8277, 1.3449, -1.0822)  -1.104
C (2.0470, -2.8128, -0.7885)  -0.587
C (-0.4779, 0.7057, -1.4064)  -0.530
C (-1.3714, 0.4610, -0.4801)  0.997
C (-2.6977, -0.1280, -0.7623)  -1.864
N (1.5395, -1.4522, 1.2594)  -0.343
N (1.9984, -1.8535, -1.6310)  0.743
N (1.8876, -0.9741, -2.3425)  -0.907
N (1.1294, 1.1752, 0.3214)  0.116
S (1.3063, -3.2412, 3.0784)  -0.083
H (1.5969, -4.7162, 1.1047)  0.445
H (1.1492, -0.8738, 3.2274)  0.373
H (-1.4745, -0.0858, 1.5073)  0.436
H (-2.1707, 1.4749, 1.2139)  0.470
H (-0.0964, 2.7684, 1.0426)  0.353
H (0.4249, 1.4834, 2.2622)  0.347
H (1.6395, 0.9433, -1.7710)  0.615
H (0.7087, 2.4617, -1.3813)  0.338
H (2.4485, -3.7021, -1.0700)  0.459
H (-0.8271, 0.6418, -2.4381)  0.402
H (-2.8689, -0.7549, 0.0232)  0.526
H (-2.4822, -0.7497, -1.6475)  0.424
H (-3.3672, 0.6229, -0.9706)  0.375
H (1.9477, 1.7679, 0.5207)  0.365
H (1.4662, 0.1318, 0.5707)  0.525

Forces on atoms 1 to 3 (eV/Å):
C -0.2472 -0.7058 0.5108
C -0.6158 0.3013 0.0312
C -0.4607 1.8205 1.1659

Values from the calculation:
DFT total energy (Eh): -1006.92494
Lowest unoccupied orbital energy (eV): -2.6
Energy relative to the best compared isomer or geometry (same formula, charge and spin) (eV): 0.000
Frontier orbital gap (eV): 8.766
F_max (Eh/bohr): 0.0858
Total charge: +1
M (g mol⁻¹): 223.3


The following is a DFT calculation (wB97M-V/def2-TZVPD) of a molecular structure, C34H54N2O2PtSe3Te.

Last column: Mulliken charge in e.
CARTESIAN COORDINATES (ANGSTROEM)
Pt (-0.0472, 0.4443, 2.4727)  2.779
C (-3.0404, 1.1160, 2.2503)  -1.478
N (-1.8237, 1.5710, 2.9648)  0.152
C (-2.1960, 1.6202, 4.4006)  -0.995
C (-1.4103, 2.9347, 2.5208)  -1.395
C (-0.8876, 2.8997, 1.0937)  -0.297
N (0.1777, 1.8761, 0.9031)  -0.446
C (0.0086, 1.2248, -0.4429)  -0.275
C (-1.3196, 0.5965, -0.6946)  -1.360
C (-2.1607, 1.0620, -1.6929)  -0.165
C (-3.3240, 0.3813, -2.0244)  -0.754
C (-3.5658, -0.8121, -1.3474)  -0.027
C (-2.7564, -1.3209, -0.3338)  -0.358
C (-1.6325, -0.5546, 0.0497)  0.289
O (-0.8601, -0.9027, 1.0710)  -1.038
C (-3.0681, -2.6674, 0.3227)  2.461
C (-1.8213, -3.5654, 0.2775)  -1.508
C (-4.1963, -3.4151, -0.3945)  -2.508
C (-3.5045, -2.4559, 1.7773)  -1.146
C (-4.2612, 0.9389, -3.0948)  2.210
C (-4.7637, 2.3201, -2.6494)  -1.632
C (-5.4756, 0.0403, -3.3282)  -2.182
C (-3.5090, 1.0815, -4.4249)  -1.685
C (1.5748, 2.4191, 0.9789)  -1.360
C (2.5704, 1.3788, 0.5368)  0.368
C (3.4015, 1.6756, -0.5287)  -0.590
C (4.2662, 0.7299, -1.0661)  -0.841
C (4.2209, -0.5457, -0.5175)  0.144
C (3.3775, -0.9144, 0.5311)  -0.678
C (2.5589, 0.0803, 1.0976)  0.789
O (1.8360, -0.2187, 2.1907)  -0.491
C (3.3564, -2.3524, 1.0573)  2.441
C (1.9342, -2.9271, 0.9764)  -1.311
C (4.2628, -3.2778, 0.2401)  -2.518
C (3.8535, -2.3730, 2.5114)  -1.551
C (5.1755, 1.1046, -2.2352)  2.094
C (4.3111, 1.5083, -3.4384)  -1.631
C (6.0673, 2.2876, -1.8335)  -1.689
C (6.0796, -0.0523, -2.6606)  -2.164
H (-3.8435, 1.8412, 2.4124)  0.392
H (-3.3297, 0.1507, 2.6604)  0.319
H (-2.8655, 1.0015, 1.1874)  0.511
H (-3.1117, 2.2100, 4.4981)  0.373
H (-1.3996, 2.0647, 4.9869)  0.348
H (-2.3700, 0.6062, 4.7502)  0.283
H (-0.6539, 3.2844, 3.2234)  0.417
H (-2.2658, 3.6163, 2.5880)  0.578
H (-0.5371, 3.8839, 0.7715)  0.526
H (-1.7098, 2.6212, 0.4373)  0.154
H (0.7654, 0.4459, -0.5031)  0.156
H (0.2402, 1.9795, -1.2026)  0.809
H (-1.8765, 1.9629, -2.2286)  0.504
H (-4.4376, -1.3823, -1.6260)  0.627
H (-1.4987, -3.7167, -0.7555)  0.351
H (-2.0566, -4.5432, 0.7048)  0.466
H (-0.9950, -3.1319, 0.8362)  0.090
H (-3.9566, -3.6057, -1.4427)  0.441
H (-5.1460, -2.8783, -0.3465)  0.446
H (-4.3423, -4.3792, 0.0951)  0.458
H (-2.7188, -1.9824, 2.3624)  -0.363
H (-3.7361, -3.4175, 2.2419)  0.540
H (-4.4044, -1.8359, 1.8215)  0.247
H (-5.2823, 2.2506, -1.6908)  0.345
H (-5.4582, 2.7302, -3.3863)  0.453
H (-3.9385, 3.0255, -2.5368)  0.328
H (-6.0712, -0.0777, -2.4209)  0.395
H (-5.1825, -0.9510, -3.6785)  0.407
H (-6.1164, 0.4863, -4.0910)  0.437
H (-2.6367, 1.7288, -4.3276)  0.316
H (-4.1628, 1.5139, -5.1859)  0.466
H (-3.1665, 0.1080, -4.7800)  0.363
H (1.7524, 2.7300, 2.0047)  0.702
H (1.6418, 3.2976, 0.3285)  0.389
H (3.3606, 2.6760, -0.9475)  0.466
H (4.8612, -1.3040, -0.9383)  0.658
H (1.5848, -2.9407, -0.0596)  0.312
H (1.2262, -2.3541, 1.5694)  -0.078
H (1.9374, -3.9558, 1.3451)  0.653
H (3.9791, -3.2996, -0.8143)  0.461
H (4.1675, -4.2927, 0.6298)  0.437
H (5.3157, -2.9969, 0.3131)  0.474
H (3.2508, -1.7235, 3.1417)  0.027
H (4.8952, -2.0473, 2.5639)  0.369
H (3.7930, -3.3890, 2.9106)  0.465
H (3.6847, 2.3711, -3.2062)  0.325
H (3.6562, 0.6869, -3.7353)  0.349
H (4.9420, 1.7708, -4.2909)  0.450
H (5.4775, 3.1748, -1.5990)  0.308
H (6.7461, 2.5445, -2.6500)  0.474
H (6.6652, 2.0396, -0.9548)  0.368
H (5.5017, -0.9125, -3.0032)  0.399
H (6.7284, -0.3768, -1.8449)  0.402
H (6.7162, 0.2696, -3.4867)  0.440
Se (1.1517, 1.7656, 4.2494)  -0.121
Se (2.2432, 0.1267, 5.4318)  -0.288
Te (0.1426, -0.9284, 6.2567)  -0.084
Se (-0.5658, -1.4776, 3.8945)  -0.193

Forces on atoms 1 to 3 (eV/Å):
Pt 0.3992 0.6185 0.5871
C 0.0069 0.0079 -0.0021
N -0.0187 -0.1695 -0.2341

Values from the calculation:
DFT total energy (Eh): -9179.65527
Lowest unoccupied orbital energy (eV): -0.7
Energy relative to the best compared isomer or geometry (same formula, charge and spin) (eV): 0.000
Frontier orbital gap (eV): 6.720
F_max (Eh/bohr): 0.0183
Total charge: 0
M (g mol⁻¹): 1082.4


The following is a DFT calculation (wB97M-V/def2-TZVPD) of C2H2ClNO in the gas phase in a non-equilibrium geometry.

Last column: Mulliken charge in e.
CARTESIAN COORDINATES (ANGSTROEM)
C (-0.4835, -1.2909, 0.0086)  -0.460
C (0.3562, -0.2664, -0.0277)  0.477
N (-0.3438, 0.9000, -0.0038)  0.153
O (-1.5715, 0.9160, -0.0972)  -0.478
Cl (2.1004, 0.3116, -0.0577)  -0.196
H (-0.1953, -2.3115, 0.1130)  0.326
H (0.1375, 1.7412, 0.0647)  0.178

Forces on atoms 1 to 3 (eV/Å):
C 2.6058 -1.1844 -0.6027
C -0.2134 0.9423 0.4108
N -0.4169 0.0646 -0.2783

Values from the calculation:
DFT total energy (Eh): -667.36935
Lowest unoccupied orbital energy (spin up / spin down) (eV): -0.8 / -1.8
Energy relative to the best compared isomer or geometry (same formula, charge and spin) (eV): 5.329
Frontier orbital gap (spin up / spin down) (eV): 9.349 / 6.681
F_max (Eh/bohr): 0.0569
Total charge: 0
M (g mol⁻¹): 91.5